Record 1
Density functional theory data (wB97M-V/def2-TZVPD) for one molecule with the formula C5H9N3 in a non-equilibrium geometry.

Its energy relative to the best compared isomer or geometry (same formula, charge and spin) is 487.8 kJ/mol. Its highest occupied orbital energy (spin up / spin down) is -7.69 / -8.68 eV. The net charge is 0.

```
17
Properties=species:S:1:pos:R:3:forces:R:3
N 1.69111 0.41875 1.44822 0.730 0.029 0.117
H -1.47474 -0.84301 -1.05261 -0.049 0.126 -0.186
N -1.59966 -1.49754 1.85391 0.576 0.444 -0.232
H -3.11806 0.98811 -0.35040 0.023 0.008 -0.054
H 0.84948 -0.91276 -2.11959 -0.002 -0.001 0.032
H 2.20673 -0.54304 -1.07521 -0.050 -0.001 0.017
H 1.77420 0.53477 2.44742 -0.036 -0.099 -0.117
H 0.46240 1.26775 -0.98827 -0.021 -0.115 0.069
C -1.17421 -0.76803 1.05570 -1.621 -0.133 -1.235
H 0.98684 -1.73131 -0.55535 0.009 0.010 -0.002
C -2.04678 1.11143 -0.42782 -0.931 0.882 0.146
H -1.64002 2.10527 -0.30489 0.003 -0.021 -0.011
C 1.14064 -0.78310 -1.07645 -0.055 0.079 0.112
H 2.36445 -0.20101 1.00560 -0.170 0.054 0.057
N 0.46759 0.55126 0.98419 0.383 0.597 -0.147
C -1.18410 -0.02040 -0.39652 0.936 -1.898 1.404
C 0.29410 0.32288 -0.44793 0.275 0.041 0.032
```
Positions in Å, forces in eV/Å.

Atomic partial charges in e from the natural (NBO) method, atoms 1 to 2:
1. N -0.556
2. H 0.250


Record 2
Density functional theory data (wB97M-V/def2-TZVPD) for a 2-piece molecular cluster, C3H5N2 overall in a non-equilibrium geometry.

Its energy relative to the best compared isomer or geometry (same formula, charge and spin) is 347.5 kJ/mol. Its highest occupied orbital energy (spin up / spin down) is -14.78 / -14.97 eV. The net charge is +1. The multiplicity is 3.

```
10
Properties=species:S:1:pos:R:3:forces:R:3
H -3.08372 -0.11823 -1.47842 -0.068 0.011 -0.068
C -0.83297 -0.10641 0.53807 1.121 1.158 1.468
C 0.97366 1.21827 0.45417 3.089 -0.915 -0.860
C 0.20675 -0.82524 -0.19510 -1.099 0.664 -0.766
N 1.29015 0.09455 -0.14861 0.935 -1.432 -0.666
H 0.22486 -1.85267 0.04588 0.839 -1.267 1.166
H 2.15535 -0.20735 -0.60425 -0.123 1.105 0.252
H -0.56408 1.79294 1.57696 -0.575 -1.596 -0.593
N -0.23972 0.96732 1.01144 -3.714 1.956 1.345
H -0.13027 -0.96318 -1.20012 -0.406 0.317 -1.279
```
Positions in Å, forces in eV/Å.

Atomic partial charges in e from the natural (NBO) method, atoms 1 to 2:
1. H 0.007
2. C 0.599


Record 3
Density functional theory data (wB97M-V/def2-TZVPD) for a 2-piece molecular cluster, C4H6NO overall in a non-equilibrium geometry.

Its energy relative to the best compared isomer or geometry (same formula, charge and spin) is 382.3 kJ/mol. Its highest occupied orbital energy (spin up / spin down) is -1.93 / -1.89 eV. The net charge is -1.

```
12
Properties=species:S:1:pos:R:3:forces:R:3
N -1.89461 0.21146 -1.33513 -1.172 0.263 0.227
C 0.39262 0.09225 -1.01283 -0.559 -1.245 -0.220
H -2.33313 -0.77525 -0.95160 1.143 2.027 0.027
C 0.76939 1.13175 0.01214 0.626 -1.902 1.017
C 0.71981 -0.40206 0.22354 -0.752 1.100 -1.124
C 0.70121 -1.18704 1.28926 1.710 0.744 2.667
H 1.18570 -0.63943 2.21354 -1.237 -1.601 -1.347
H -0.00592 1.45058 0.71361 -0.307 0.972 -0.717
H 1.78162 1.48849 0.26437 -0.324 0.306 -0.637
O -2.39563 1.22135 -0.72457 0.753 -1.975 -0.380
H 0.48684 -2.25309 1.31567 0.143 0.161 -0.022
H 0.59210 -0.33903 -2.00799 -0.025 1.149 0.511
```
Positions in Å, forces in eV/Å.

Atomic partial charges in e from the natural (NBO) method, atoms 1 to 2:
1. N -0.191
2. C -0.308


Record 4
Density functional theory data (wB97M-V/def2-TZVPD) for one molecule with the formula C19H28N2O4S in a non-equilibrium geometry.

Its energy relative to the best compared isomer or geometry (same formula, charge and spin) is 1729.5 kJ/mol. Its highest occupied orbital energy is -8.61 eV. The net charge is 0. As for the SMILES: CC(C)CNC(=O)COC(=O)c1ccccc1SCC(=O)NCC(C)C.

```
54
Properties=species:S:1:pos:R:3:forces:R:3
H -2.60251 -1.92887 -0.47465 1.328 -0.192 -0.798
C 0.90197 3.57837 0.92286 4.260 7.106 6.728
C -3.40284 -2.63694 -0.51552 -1.718 1.684 4.133
H 1.23837 -1.46046 -1.23497 1.722 -0.171 1.455
N -3.90782 0.59760 -0.00425 -0.588 -1.905 -1.306
C 0.18525 2.52150 0.70690 -7.071 5.908 -6.255
C 1.52425 1.13189 2.16793 1.054 0.252 -4.172
H -5.54143 -0.59640 -0.42671 0.540 -0.426 1.170
O -0.98349 3.93708 -0.92517 -0.773 -8.264 3.487
H 2.78316 -0.17694 -2.75415 2.259 0.736 2.708
C 1.86653 3.54812 2.06837 0.109 1.580 -4.971
H -5.16885 -0.05793 1.21371 -2.189 0.393 3.028
H -3.19371 -3.60310 0.01573 0.100 0.432 -1.842
H 4.07765 -2.08399 -0.48163 0.572 0.543 0.616
C 3.73524 -0.24868 -1.93116 -0.952 -8.230 -3.900
H -2.39764 -1.11061 1.91292 -2.408 -2.095 0.870
H -0.05156 -2.32904 0.90881 -11.819 -11.349 -6.983
H 5.69752 -0.72400 -1.96109 -0.081 0.016 -1.991
C 3.38274 -1.71060 -1.20825 -1.156 -0.721 -2.974
H 3.96630 1.58756 -1.48932 0.533 -0.229 2.068
H -5.15647 -2.55692 0.87771 1.263 0.462 0.411
N 2.08885 -1.56778 -0.60415 -2.089 -1.009 3.515
H -2.29819 1.49939 -2.73099 -0.601 1.651 3.370
H -3.86357 -1.46658 2.89757 -3.352 2.421 4.486
H 0.63343 -1.64883 2.34188 -1.268 -0.793 0.004
C 5.02400 -0.62733 -2.91278 0.797 14.241 12.566
C -0.90467 2.69345 -0.29722 0.128 6.177 -4.031
H -3.05280 2.79904 -1.51272 0.289 3.119 0.213
C -3.95053 0.98500 -1.37310 3.256 -2.219 3.074
H 3.30236 -2.65214 -1.93423 0.309 2.095 0.788
H 0.54163 4.61092 0.65853 0.519 -1.476 -0.225
C -3.37246 -1.84353 2.16037 5.432 -3.054 -7.146
C 2.29160 2.30886 2.45957 0.829 -5.607 2.872
C -4.20004 -1.94363 0.77000 -0.921 -0.340 -0.111
C 0.54210 1.37120 0.83876 6.060 -14.978 9.550
H 5.22362 0.31646 -3.27252 0.964 1.184 -2.300
S -0.27825 -0.18490 0.51868 -0.679 -0.997 -0.366
H 3.23616 1.92181 3.14773 -2.375 2.124 -1.490
H 2.57171 4.41072 2.12626 -0.984 -0.569 0.479
O -4.69451 0.51142 -2.20474 0.313 1.368 0.327
O 2.88322 -2.08204 1.61395 -3.954 1.106 -2.084
C 1.86170 -1.83570 0.88791 7.631 -1.055 -4.813
H -4.03663 -2.44609 -1.40040 0.480 -1.008 0.398
H -3.01520 0.60536 0.51197 -0.744 0.444 -0.830
H 1.95283 0.01221 2.43221 -1.240 3.322 -0.655
H -3.00257 -2.91920 2.44530 -0.427 2.096 -0.460
H 4.43311 0.58746 -0.00909 3.279 -0.843 2.895
C 3.88454 0.63893 -0.83131 -5.612 5.477 -4.246
H 4.91317 -1.43309 -3.18518 -1.970 -14.097 -6.633
C -2.63102 1.87319 -1.56904 -0.446 -5.735 -4.482
C -4.80611 -0.58420 0.43019 1.231 1.231 -3.704
C 0.51660 -1.81994 1.26431 10.099 14.473 9.073
H 2.81467 0.74163 -0.44488 1.271 0.087 -0.156
O -1.56143 1.49030 -0.61087 -1.211 5.638 -1.360
```
Positions in Å, forces in eV/Å.

Atomic partial charges in e from the natural (NBO) method, atoms 1 to 2:
1. H 0.201
2. C -0.092


Record 5
Density functional theory data (wB97M-V/def2-TZVPD) for a 5-piece molecular cluster, C3H14O4 overall in a non-equilibrium geometry.

Its energy relative to the best compared isomer or geometry (same formula, charge and spin) is 169.9 kJ/mol. Its highest occupied orbital energy is -9.71 eV. The net charge is 0. As for the SMILES: C=CC.O.O.O.O.

```
21
Properties=species:S:1:pos:R:3:forces:R:3
H -0.25228 0.19510 2.10677 0.174 -0.070 0.037
O -3.47221 2.54918 -2.43272 0.488 0.495 1.441
H 1.98691 -2.00246 -2.83854 -0.447 0.956 -0.076
H -2.79735 2.03730 -1.94967 -0.100 -0.178 -0.593
C 1.60723 -0.79662 1.87133 1.452 -0.845 -1.257
O -0.76349 -0.75012 -1.48197 0.089 0.536 0.769
H 3.12127 -1.13347 -3.19162 -1.098 0.678 0.063
H 2.47514 -1.16758 2.41718 -0.325 -0.471 0.231
C 0.39212 -0.52795 2.62640 -1.775 1.711 0.487
H 0.40263 -1.59379 4.43863 0.034 0.054 0.345
O -0.64585 2.15732 -1.32056 -0.078 0.815 -0.430
H 1.38239 -1.45466 1.01482 0.142 -0.291 0.387
H -3.51635 3.27674 -1.77476 -0.382 -0.233 -0.859
H -0.48713 2.50199 -2.21971 -0.065 -0.264 0.618
H -1.01337 -1.65660 -1.62048 -0.238 -0.560 -0.325
O 2.14644 -1.05028 -3.03047 1.591 -1.618 0.000
H -0.79480 -0.65862 -0.51666 0.081 -0.049 -0.228
C -0.09487 -0.85756 3.82509 1.091 -0.240 -0.756
H -0.74481 1.21468 -1.43740 0.163 -0.596 -0.329
H -0.96148 -0.33421 4.19245 -0.276 -0.308 0.062
H 2.02986 0.05159 1.32189 -0.522 0.478 0.412
```
Positions in Å, forces in eV/Å.

Atomic partial charges in e from the natural (NBO) method, atoms 1 to 2:
1. H 0.178
2. O -0.942


Record 6
Density functional theory data (wB97M-V/def2-TZVPD) for one molecule with the formula C4H9N in a non-equilibrium geometry.

Its energy relative to the best compared isomer or geometry (same formula, charge and spin) is 79.2 kJ/mol. Its highest occupied orbital energy is -9.34 eV. The net charge is 0. As for the SMILES: C1CCNC1.

```
14
Properties=species:S:1:pos:R:3:forces:R:3
H -0.67905 -1.86613 0.66879 -0.821 0.913 0.427
H -0.39207 -0.14559 -1.63206 -1.057 0.725 -0.109
C 0.55230 0.94962 0.36019 -0.462 1.955 -0.267
C -0.94703 0.96060 0.02829 -0.709 -2.065 -1.034
H -1.35406 1.82399 -0.52232 0.296 -0.111 0.610
H 1.42993 -0.72390 1.27334 0.069 -0.776 -0.526
C -0.25726 -1.27031 -0.14060 -0.122 -1.110 -0.807
H 1.09653 1.66763 -0.29449 -0.275 -0.759 -0.001
H -0.09573 -2.10667 -0.85006 0.402 0.602 0.004
H 1.73430 -0.67004 -0.51507 0.863 0.086 -0.185
H -1.58824 0.67338 0.92377 0.772 0.791 -0.969
C 1.02538 -0.53092 0.27121 -1.010 1.211 1.105
N -1.09836 -0.24511 -0.88068 1.269 -0.824 1.185
H 0.57335 1.48344 1.30971 0.787 -0.638 0.567
```
Positions in Å, forces in eV/Å.

Atomic partial charges in e from the natural (NBO) method, atoms 1 to 2:
1. H 0.196
2. H 0.327


Question: The lowest net charge belongs to which entry?
Answer: C4H6NO